Entry from the OMol25 dataset: a structure of composition C36H28Cl2N7O2PbSb in a non-equilibrium geometry (ωB97M-V/def2-TZVPD).

Output
HOMO energy (alpha / beta) = -11.92 / -11.92 eV
energy relative to the best compared isomer or geometry (same formula, charge and spin) = 16.6 kcal/mol

```
! RIJCOSX wB97M-V def2-TZVPD def2/J DEFGRID3
* xyz 2 1
Pb -0.72943 -0.20372 -0.20128
Cl 5.02517 -4.24492 -1.65318
C 3.40757 -3.79222 -1.36818
C 3.12107 -2.80562 -0.44188
C 1.81127 -2.39132 -0.23048
N 1.45137 -1.37332 0.62052
C 2.22887 -0.68422 1.34732
O 3.56637 -0.70252 1.53192
C 1.09187 0.80068 3.32612
C 1.94287 1.27188 4.44612
C 1.80397 2.53018 4.96442
C 0.78697 3.35658 4.48602
C -0.09293 2.82948 3.51162
N 0.02457 1.66828 2.96952
C 0.73727 -3.01262 -0.94418
C 1.04647 -4.03722 -1.85458
C 2.35347 -4.41142 -2.08538
Cl 2.72447 -5.60512 -3.25098
N -0.51043 -2.53612 -0.72858
C -1.59393 -3.36022 -0.74758
O -1.56133 -4.57162 -0.79928
C -2.90073 -2.63452 -0.64368
C -4.06463 -3.39312 -0.64608
C -5.28553 -2.74272 -0.63258
C -5.29823 -1.35522 -0.65148
C -4.09183 -0.67672 -0.65048
N -2.91713 -1.29792 -0.61488
H 3.92557 -2.35972 0.11922
H 2.65627 0.58098 4.87072
H 2.44897 2.86658 5.76372
H 0.64307 4.34858 4.87972
H -0.93503 3.42338 3.17932
H 0.25337 -4.54082 -2.38588
H -3.97843 -4.46852 -0.67208
H -6.20503 -3.30362 -0.62948
H -6.22503 -0.80612 -0.66828
H -4.04623 0.40128 -0.70788
C 0.47627 -0.57592 3.66432
C 1.99717 0.64338 2.00162
C 3.55587 0.61798 2.13792
C 4.26987 1.62208 1.28982
C 3.60047 2.33718 0.38412
C 2.16977 2.15968 0.21412
N 1.43277 1.45358 0.95782
Sb 1.27147 2.94138 -1.62728
C 1.28427 0.89658 -2.43248
C 2.39577 0.51108 -3.15668
C 2.30757 -0.59512 -3.99278
C 1.06797 -1.17732 -4.17678
C -0.00873 -0.75972 -3.39878
C -1.37003 -1.31562 -3.62778
N 0.14007 0.20178 -2.47508
C -0.83823 3.16658 -1.05128
C -1.48413 4.28128 -1.56208
C -2.76953 4.56508 -1.11688
C -3.32853 3.75718 -0.14248
C -2.60033 2.66848 0.33732
C -3.11303 1.82958 1.46292
N -1.39973 2.36548 -0.16068
H 1.24927 -1.31962 3.83112
H -0.15863 -0.88732 2.83872
H -0.12633 -0.48432 4.56502
H 3.98717 0.55568 3.13692
H 5.33767 1.70508 1.43242
H 4.09107 3.06298 -0.24788
H 3.31747 1.06808 -3.06808
H 3.17067 -0.94612 -4.53748
H 0.91787 -1.94712 -4.91608
H -1.35803 -2.40232 -3.60058
H -1.70563 -1.01892 -4.62248
H -2.07243 -0.93522 -2.89238
H -0.99643 4.90628 -2.29818
H -3.30693 5.42068 -1.49968
H -4.31083 3.97148 0.25392
H -4.13343 1.49838 1.28662
H -3.11533 2.41748 2.37852
H -2.45923 0.97378 1.62272
*
```


Entry from the OMol25 dataset: a cluster of 2 separate species, C36H28F2O2 in total in a non-equilibrium geometry (ωB97M-V/def2-TZVPD).

Output
HOMO energy = -6.98 eV

```
! RIJCOSX wB97M-V def2-TZVPD def2/J DEFGRID3
* xyz 0 1
C 4.78093 0.68159 4.25206
C 3.52254 0.10801 3.72154
C 2.59480 0.94760 3.10861
F 2.97667 2.23440 2.80969
C 1.32126 0.54073 2.77503
C 0.97417 -0.83462 2.88669
C -0.30653 -1.31077 2.43336
C -1.53893 -0.86238 2.97345
C -1.63738 0.27868 3.82876
C -2.86497 0.65757 4.32744
F -2.91421 1.78274 5.11766
C -4.05630 0.00500 4.01554
C -5.35006 0.63452 4.38906
C -3.95558 -1.14670 3.21185
C -2.74259 -1.57940 2.70764
C 1.93091 -1.69342 3.49269
C 3.17319 -1.23919 3.88439
H 5.42338 -0.14356 4.57777
H 5.31265 1.25336 3.48071
H 4.58898 1.35424 5.10560
H 0.58464 1.24420 2.38200
H -0.35194 -2.15286 1.72722
H -0.75391 0.87817 4.02385
H -6.16736 -0.08045 4.22713
H -5.36619 1.00743 5.42098
H -5.53809 1.49760 3.73070
H -4.86480 -1.71008 2.99788
H -2.68120 -2.47671 2.09078
H 1.66452 -2.73034 3.69231
H 3.90437 -1.90628 4.35975
C 0.76178 1.66787 -2.41987
C 0.39298 1.56528 -1.07525
C 0.21423 0.32052 -0.49458
C 0.40107 -0.82568 -1.27202
C 0.22471 -2.15028 -0.64367
C 1.37296 -2.57354 0.17035
C 1.59662 -4.02139 0.46226
C 2.24142 -4.66089 -0.58735
C 2.77274 -5.92843 -0.37821
C 2.59336 -6.56975 0.85790
C 1.91763 -5.90821 1.89387
C 1.40167 -4.62141 1.70300
O 2.22925 -1.73663 0.49141
C -0.61820 -3.14516 -1.29261
C -1.27740 -2.82221 -2.63681
C -2.13268 -1.72288 -2.73737
C -2.69789 -1.38426 -3.97369
C -2.43067 -2.14760 -5.11409
C -1.59235 -3.25755 -5.00035
C -1.06811 -3.64052 -3.76238
O -0.87078 -4.23029 -0.75493
C 0.83683 -0.73842 -2.60765
C 0.99122 0.51960 -3.18163
H 0.86019 2.64017 -2.89570
H 0.22784 2.44518 -0.46454
H -0.11279 0.15499 0.53712
H 2.32540 -4.15727 -1.55548
H 3.28389 -6.42785 -1.19696
H 2.97867 -7.58705 1.00939
H 1.75933 -6.40289 2.85361
H 0.82922 -4.10288 2.47607
H -2.32787 -1.11333 -1.84688
H -3.36677 -0.52862 -4.03733
H -2.89415 -1.90222 -6.07081
H -1.36311 -3.85986 -5.87479
H -0.47142 -4.55381 -3.65823
H 1.01694 -1.66090 -3.17794
H 1.28736 0.57928 -4.22901
*
```


Entry from the OMol25 dataset: a structure of composition C36H28N6O9OsS in a non-equilibrium geometry (ωB97M-V/def2-TZVPD).

Output
HOMO energy = -14.25 eV
energy relative to the best compared isomer or geometry (same formula, charge and spin) = 0.0 kcal/mol

```
! RIJCOSX wB97M-V def2-TZVPD def2/J DEFGRID3
* xyz 2 1
Os 0.17069 -0.32754 0.11744
C 1.00541 4.00991 0.34648
O 2.16707 3.31040 -0.25501
C 1.87690 2.04658 -0.18353
N 0.72790 1.68504 0.26885
C -0.09481 2.93319 0.40557
C -0.98880 3.05076 1.60503
C -2.08542 3.90067 1.49232
C -2.93550 4.08138 2.57234
C -2.70571 3.40473 3.76232
C -1.61453 2.55643 3.87597
C -0.75661 2.38297 2.79861
C 2.79024 0.99539 -0.62866
C 4.07950 1.13085 -1.10788
C 4.77487 -0.02233 -1.45265
C 4.17300 -1.26667 -1.29074
C 2.87909 -1.30535 -0.80933
N 2.19525 -0.19571 -0.50194
C 2.05550 -2.48262 -0.52813
N 0.89915 -2.28096 -0.00012
C 0.18575 -3.58967 0.07258
C 1.31776 -4.57049 -0.33904
O 2.43247 -3.69625 -0.77486
C -1.00901 -3.64217 -0.84429
C -1.02996 -2.93689 -2.04112
C -2.13213 -3.01481 -2.87837
C -3.21167 -3.81343 -2.52486
C -3.18222 -4.53434 -1.34040
C -2.08394 -4.44672 -0.49591
H 0.76329 4.84955 -0.29637
H 1.31823 4.35012 1.33173
H -0.71711 2.98584 -0.48599
H -2.29413 4.40206 0.55381
H -3.78684 4.74132 2.47839
H -3.37821 3.53712 4.59873
H -1.42909 2.03598 4.80716
H 0.11114 1.74835 2.90235
H 4.52021 2.11517 -1.19162
H 5.78494 0.04585 -1.83337
H 4.68689 -2.18687 -1.53351
H -0.11408 -3.74969 1.10831
H 1.04890 -5.17540 -1.19912
H 1.69972 -5.18840 0.46849
H -0.18143 -2.33411 -2.34833
H -2.14926 -2.45504 -3.80423
H -4.07615 -3.87125 -3.17178
H -4.02160 -5.15725 -1.06347
H -2.08253 -4.98926 0.44243
C 2.87412 0.42899 2.82877
C 1.55318 -0.22522 3.00800
N 0.63252 -0.55382 2.10380
C -0.41902 -1.14676 2.77432
C -0.14083 -1.17232 4.09997
N 1.09199 -0.59218 4.21534
C -0.83451 -1.64889 5.34078
O -2.00535 -2.22394 5.19442
O -0.27137 -1.47601 6.38560
C -1.58547 -1.57663 1.99070
O -2.52057 -2.17027 2.46777
O -1.47311 -1.26401 0.70928
H 3.11293 0.55834 1.77804
H 3.65685 -0.17913 3.28296
H 2.88172 1.40599 3.31464
H 1.54830 -0.48074 5.11523
H -2.30549 -2.26573 4.25682
O -2.04994 4.30124 -2.97413
S -2.50334 2.98062 -3.28119
O -3.70600 2.74587 -3.99833
N -2.50955 2.13277 -1.83680
C -1.53645 1.31114 -1.80813
O -1.30326 0.64648 -0.68060
C -0.68502 1.18932 -3.02209
C 0.40117 0.37910 -3.29407
C 1.00702 0.46765 -4.54310
C 0.52452 1.35394 -5.50080
C -0.56637 2.17520 -5.23118
C -1.14650 2.07033 -3.98615
H 0.77295 -0.33424 -2.56520
H 1.84973 -0.16685 -4.78427
H 0.99912 1.39924 -6.47163
H -0.94707 2.86406 -5.97310
*
```


Entry from the OMol25 dataset: a structure of composition C36H29AsF6MoN6O4 in a non-equilibrium geometry (ωB97M-V/def2-TZVPD).

Output
HOMO energy (alpha / beta) = -16.10 / -16.11 eV

```
! RIJCOSX wB97M-V def2-TZVPD def2/J DEFGRID3
* xyz 3 4
Mo -0.34618 0.52616 -0.09013
C -2.70969 -2.85343 1.54109
O -2.44300 -1.85458 2.56328
C -1.66586 -0.95942 2.04305
N -1.35863 -1.08125 0.77843
C -2.05916 -2.28684 0.25427
C -3.03769 -1.96093 -0.85441
C -2.74498 -2.32257 -2.16562
C -3.66171 -2.08968 -3.18095
C -4.88695 -1.50620 -2.88959
C -5.18277 -1.13318 -1.58468
C -4.26231 -1.35809 -0.57276
C -0.94960 0.05995 2.80036
C -0.90630 0.24478 4.17144
C 0.11874 1.03009 4.69327
C 1.09341 1.54685 3.84498
C 0.94969 1.34067 2.48444
N -0.08880 0.67163 1.96678
C 1.91306 1.63586 1.42621
N 1.65750 1.20541 0.22379
C 2.84686 1.53916 -0.62948
C 3.82421 2.12180 0.41931
O 3.06359 2.18041 1.65202
C 2.55530 2.43286 -1.82307
C 2.22970 1.82726 -3.03641
C 1.99947 2.57716 -4.17933
C 2.14306 3.95619 -4.13866
C 2.48286 4.56847 -2.94159
C 2.69813 3.81406 -1.79433
H -3.78516 -2.99118 1.46960
H -2.25761 -3.78738 1.87141
H -1.30472 -2.97417 -0.13650
H -1.81751 -2.83781 -2.39203
H -3.43861 -2.39033 -4.19572
H -5.62336 -1.37173 -3.66962
H -6.14540 -0.69837 -1.35036
H -4.51710 -1.07630 0.44341
H -1.63359 -0.23012 4.81583
H 0.18910 1.18667 5.76118
H 1.94859 2.08583 4.22965
H 3.24153 0.59928 -1.02781
H 4.18258 3.11992 0.18870
H 4.68610 1.47957 0.59352
H 2.24007 0.74657 -3.11603
H 1.74858 2.08793 -5.11153
H 2.02182 4.54535 -5.03647
H 2.57923 5.64444 -2.88929
H 2.96701 4.33754 -0.88769
O -4.63774 2.10244 0.40186
C -4.69610 2.64190 -0.77237
C -5.79391 3.50069 -1.05705
C -5.89944 4.07959 -2.28738
C -4.92746 3.82747 -3.27774
C -3.85294 2.96489 -3.02371
C -3.71154 2.37079 -1.78782
C -2.56875 1.50422 -1.51436
O -2.30071 1.07231 -0.30141
N -1.82594 1.10907 -2.51625
N -0.80377 0.37121 -2.04821
C -0.13481 -0.40279 -2.85228
C 0.78982 -1.26383 -2.16869
C 1.57305 -2.23829 -2.78392
C 2.37845 -3.05008 -2.00616
C 2.36803 -2.87464 -0.62229
C 1.57748 -1.88600 -0.07586
N 0.80648 -1.07736 -0.82061
H -3.78374 1.62849 0.51770
H -6.51481 3.68058 -0.27088
H -6.72615 4.74203 -2.50174
H -5.00806 4.31618 -4.23942
H -3.11226 2.76389 -3.78398
H -0.33432 -0.43621 -3.91657
H 1.53396 -2.35142 -3.85913
H 2.99670 -3.81337 -2.45899
H 2.97236 -3.49881 0.02045
H 1.55277 -1.72696 0.99588
F -0.29023 2.62737 -0.61259
As -0.84603 4.42119 0.34038
F -0.27754 3.50268 1.72565
F 0.77268 4.83197 0.02231
F -1.31254 5.80527 1.13760
F -1.33769 4.78578 -1.25210
F -2.35226 3.58446 0.58456
*
```


Entry from the OMol25 dataset: a structure of composition C36H29BaBrN10O4S in a non-equilibrium geometry (ωB97M-V/def2-TZVPD).

Output
HOMO energy = -6.79 eV
energy relative to the best compared isomer or geometry (same formula, charge and spin) = 0.3 kcal/mol

```
! RIJCOSX wB97M-V def2-TZVPD def2/J DEFGRID3
* xyz 0 1
Ba -2.59788 -1.22299 0.59194
N -6.63982 -3.04163 -0.67512
C -5.76178 -2.04350 -0.39000
S -5.55510 -1.66855 1.24905
N -5.22484 -1.43560 -1.42622
N -4.22274 -0.60963 -1.18783
C -3.81960 0.16139 -2.13694
C -2.76054 1.10077 -1.90332
C -2.03851 1.65384 -2.97451
C -1.05524 2.58083 -2.71282
C -0.84625 2.98244 -1.39822
C -1.59389 2.37256 -0.40576
N -2.49519 1.43795 -0.63357
H -7.25339 -3.31588 0.07403
H -6.96825 -3.12269 -1.62492
H -4.28316 0.13806 -3.12174
H -2.24087 1.31452 -3.98009
H -0.46516 3.00344 -3.51237
H -0.12147 3.74307 -1.15558
H -1.47303 2.65715 0.63035
O -5.82640 -0.81124 6.89565
C -5.01404 -0.80137 5.82586
C -4.18563 -1.87164 5.48787
C -3.36395 -1.75318 4.38419
N -3.31072 -0.66024 3.63598
C -4.10826 0.33761 3.96121
Br -3.95710 1.89262 2.89041
C -4.97726 0.34433 5.03306
H -5.78336 -1.66004 7.35453
H -4.18402 -2.77353 6.08150
H -2.71188 -2.55910 4.08313
H -5.59879 1.19298 5.26821
C 10.65320 2.83081 -2.85181
O 9.98093 3.22036 -1.67659
C 8.68007 2.86859 -1.52866
C 8.06454 3.27235 -0.34027
C 6.75097 2.95572 -0.08322
C 6.00051 2.22337 -1.00849
C 6.61858 1.83156 -2.19675
C 7.93511 2.14604 -2.45814
C 4.62999 1.82263 -0.77315
N 3.91752 1.09929 -1.61030
C 2.73224 0.86589 -0.99344
C 2.71692 1.47419 0.26167
N 3.93148 2.09240 0.37678
C 1.62817 1.34943 1.15644
C 1.55010 1.99939 2.39589
C 0.47815 1.74324 3.21408
C -0.48150 0.82514 2.77898
N -0.45817 0.24218 1.60195
C 0.55453 0.49872 0.76812
C 0.54034 -0.09634 -0.55140
N -0.52160 -0.83087 -0.90481
C -0.57129 -1.34721 -2.11000
C 0.43688 -1.18129 -3.06386
C 1.54873 -0.45147 -2.72626
C 1.61631 0.10887 -1.44631
H 11.66706 3.21541 -2.75693
H 10.18856 3.26500 -3.74222
H 10.68566 1.74132 -2.95098
H 8.64991 3.83120 0.37226
H 6.31333 3.28275 0.84943
H 6.04090 1.26596 -2.91007
H 8.37860 1.81828 -3.38434
H 4.26258 2.61983 1.16772
H 2.32659 2.69086 2.69199
H 0.37862 2.22555 4.17541
H -1.30720 0.55818 3.41892
H -1.44592 -1.93411 -2.34642
H 0.33145 -1.63513 -4.03549
H 2.37046 -0.28466 -3.40524
O -2.86504 -3.47305 -2.89507
C -3.04461 -3.91734 -1.77830
C -3.68481 -5.27474 -1.46592
C -3.68379 -5.32101 0.05365
C -3.01041 -4.00329 0.43330
O -2.79258 -3.62250 1.58038
N -2.68535 -3.28955 -0.63715
H -3.08624 -6.06431 -1.91843
H -4.67992 -5.31722 -1.90623
H -3.11967 -6.15888 0.46334
H -4.68277 -5.34431 0.48792
*
```


Entry from the OMol25 dataset: a structure of composition C36H29MnNO2S3 in a non-equilibrium geometry (ωB97M-V/def2-TZVPD).

Output
HOMO energy (alpha / beta) = -7.34 / -8.14 eV
energy relative to the best compared isomer or geometry (same formula, charge and spin) = 51.1 kcal/mol

```
! RIJCOSX wB97M-V def2-TZVPD def2/J DEFGRID3
* xyz 0 6
Mn -0.04864 2.20649 -1.76986
C -3.97143 -5.39657 -1.95921
C -3.35658 -4.04114 -1.75652
C -3.60964 -3.00272 -2.63933
C -3.03465 -1.74814 -2.45638
C -2.19095 -1.55367 -1.38332
C -1.92472 -2.57109 -0.47045
C -2.51132 -3.80305 -0.66734
S -1.45087 0.04318 -1.11476
O -1.54622 0.34684 0.34367
C 0.24447 -0.38871 -1.54276
C 0.38683 -0.71999 -2.91722
C 1.59330 -1.13589 -3.37394
C 2.72046 -1.16301 -2.50834
C 3.99833 -1.50864 -3.01437
C 5.09281 -1.48297 -2.20571
C 4.96113 -1.09753 -0.85158
C 3.74441 -0.75975 -0.34001
C 2.58374 -0.78956 -1.15906
C 1.28278 -0.44328 -0.64857
C 1.19152 -0.25778 0.83993
C 1.31806 -1.44094 1.63848
C 1.30249 -2.74370 1.06206
C 1.40424 -3.85348 1.84518
C 1.54050 -3.73132 3.24948
C 1.56426 -2.49889 3.82572
C 1.44864 -1.32469 3.03584
C 1.47136 -0.03949 3.63789
C 1.30992 1.07529 2.87997
C 1.14249 0.95184 1.47626
S 0.87481 2.43467 0.55336
O 2.07958 3.29389 0.50066
C -0.34002 3.26167 1.55037
C -1.31723 2.64252 2.31872
C -2.22428 3.43617 2.99668
C -2.18390 4.82742 2.91265
C -3.19827 5.66814 3.63530
C -1.20050 5.41738 2.13111
C -0.27325 4.64576 1.44468
H -4.72182 -5.37736 -2.74714
H -4.44881 -5.75263 -1.04604
H -3.21533 -6.13249 -2.23734
H -4.27277 -3.16549 -3.47917
H -3.25153 -0.94129 -3.14365
H -1.28814 -2.39082 0.38429
H -2.31761 -4.60271 0.03751
H -0.45917 -0.64053 -3.59066
H 1.72677 -1.39100 -4.41456
H 4.08441 -1.75507 -4.06344
H 6.06689 -1.73230 -2.60277
H 5.83770 -1.05219 -0.21989
H 3.66809 -0.44727 0.69192
H 1.20504 -2.85225 -0.00927
H 1.38480 -4.83468 1.39057
H 1.62746 -4.61947 3.86024
H 1.66917 -2.39260 4.89803
H 1.60775 0.03482 4.70862
H 1.30400 2.05734 3.33192
H -1.37252 1.56789 2.38151
H -2.98278 2.96308 3.60771
H -3.40829 5.27102 4.62869
H -4.14356 5.69655 3.08971
H -2.85228 6.69479 3.74550
H -1.15009 6.49607 2.05351
H 0.49854 5.10883 0.84901
S 1.64753 2.89624 -3.39101
C 2.32662 1.73070 -4.42345
N 2.81455 0.99493 -5.16893
C -1.43442 3.70947 -2.00693
H -1.93640 3.63851 -2.97650
H -0.88654 4.66231 -2.00594
H -2.20093 3.80234 -1.23135
*
```


Number 1: electronic energy -3275.26910 Ha. Number 2: electronic energy -1738.71575 Ha. Number 3: electronic energy -2882.74324 Ha. Number 4: electronic energy -4921.16616 Ha. Number 5: electronic energy -5235.67735 Ha. Number 6: electronic energy -3939.98315 Ha.